The following is a DFT calculation (the ωB97M-V functional and the def2-TZVPD basis) of a molecular structure, C3H8BLaNO5S.

Summary:
E_LUMO: -15.8 eV
Charge: +3
HOMO: -18.85 eV
Kohn-Sham gap: 0.1125 Eh

Cartesian coordinates (Å):
C 2.566886 -0.285989 0.248978
C 1.101074 -0.653778 0.712341
O 0.401271 0.492627 1.260528
B -0.740029 0.825601 0.568193
O -0.768208 2.166902 -0.060130
N 0.443701 2.660980 -0.149582
O 0.692705 2.756184 -1.381338
S -2.313070 -0.188699 0.364387
C -2.072583 -1.858364 -0.331583
O -2.945400 -0.291278 1.697918
O -3.200648 0.549773 -0.590243
H 2.627586 0.725148 -0.228441
H 3.283604 -0.444148 1.070900
H 2.817723 -1.044039 -0.527608
H 1.219809 -1.379887 1.542196
H 0.605991 -1.111724 -0.165540
H -3.094819 -2.245775 -0.544176
H -1.601600 -2.543265 0.405622
H -1.529417 -1.839137 -1.295611
La 2.505423 3.708866 -2.596812

Force components x, y, z for each atom (eV/Å):
C -0.858 -0.946 -0.195
C 1.991 -0.839 0.247
O -2.206 0.536 -2.163
B 2.718 -0.513 2.591
O 1.455 0.273 -0.101
N -2.382 -0.942 0.078
O 2.015 1.537 -1.379
S -6.495 0.179 -0.428
C 0.424 -0.562 0.008
O 2.551 0.046 -1.564
O 2.888 -1.069 1.001
H 0.027 -0.432 0.476
H -0.245 0.655 -0.372
H -0.007 0.546 0.438
H -0.377 0.258 -0.657
H -0.233 0.308 0.677
H 0.393 0.680 0.324
H -0.175 0.650 -0.339
H -0.185 0.238 0.557
La -1.298 -0.600 0.800



The following is a DFT calculation (the ωB97M-V functional and the def2-TZVPD basis) of 11 unconnected molecules or ions with the total composition C14H50N2O11.

Summary:
E_LUMO: -0.3 eV
HOMO: -9.53 eV
Energy relative to the best compared isomer or geometry (same formula, charge and spin): 1.646 eV
Kohn-Sham gap: 0.3407 Eh
SMILES: NC(N)=O.CCO.CCO.CCO.CO.CO.CO.CO.CO.CO.CO

Cartesian coordinates (Å):
C 1.213208 1.069026 -1.323000
C 0.116208 0.741026 -2.276000
O -0.992792 0.154026 -1.608000
H 1.999208 1.564026 -1.900000
H 1.739208 0.184026 -0.939000
H 0.942208 1.719026 -0.508000
H 0.509208 0.044026 -2.984000
H -0.257792 1.562026 -2.907000
H -1.759792 0.068026 -2.150000
C -2.943792 4.159026 -3.111000
C -2.801792 3.179026 -1.938000
O -1.806792 3.575026 -0.944000
H -3.413792 5.071026 -2.806000
H -3.487792 3.764026 -3.913000
H -1.930792 4.418026 -3.416000
H -2.589792 2.181026 -2.327000
H -3.725792 3.091026 -1.466000
H -1.497792 2.828026 -0.426000
C 0.492208 -2.069974 0.909000
C -0.834792 -2.068974 1.847000
O -0.356792 -2.311974 3.155000
H 0.108208 -1.723974 -0.076000
H 0.902208 -3.033974 0.840000
H 1.259208 -1.430974 1.257000
H -1.524792 -2.844974 1.442000
H -1.437792 -1.167974 1.754000
H 0.036208 -3.180974 3.176000
C -3.727792 -1.306974 -1.381000
O -3.253792 -0.750974 -2.655000
N -4.892792 -1.033974 -0.922000
N -3.167792 -2.228974 -0.737000
H -5.443792 -0.278974 -1.353000
H -5.314792 -1.400974 -0.069000
H -2.241792 -2.545974 -1.098000
H -3.573792 -2.688974 0.112000
C -0.550792 -3.344974 -2.700000
O -0.971792 -3.680974 -1.352000
H 0.376208 -2.789974 -2.683000
H -1.368792 -2.770974 -3.130000
H -0.352792 -4.154974 -3.394000
H -0.891792 -4.633974 -1.190000
C -2.688792 1.341026 0.943000
O -1.304792 1.193026 0.872000
H -2.805792 2.393026 1.159000
H -3.332792 0.856026 1.685000
H -3.127792 1.141026 -0.009000
H -1.003792 0.593026 0.184000
C 0.395208 3.936026 2.763000
O -0.025792 3.510026 1.496000
H -0.147792 3.475026 3.575000
H 0.334208 5.015026 2.837000
H 1.485208 3.725026 2.836000
H -0.549792 2.678026 1.567000
C 2.650208 -3.767974 -0.982000
O 3.733208 -4.339974 -0.198000
H 2.797208 -4.033974 -2.023000
H 2.657208 -2.651974 -0.897000
H 1.677208 -4.206974 -0.763000
H 3.450208 -5.216974 0.058000
C 3.212208 2.461026 0.616000
O 4.400208 2.573026 1.275000
H 2.327208 2.262026 1.172000
H 3.381208 1.756026 -0.213000
H 3.104208 3.437026 0.095000
H 4.211208 2.266026 2.148000
C 4.308208 -1.181974 0.753000
O 5.089208 -2.368974 0.979000
H 3.368208 -1.182974 1.307000
H 4.031208 -1.023974 -0.274000
H 4.851208 -0.307974 0.997000
H 4.573208 -3.117974 0.629000
C 1.021208 0.551026 3.056000
O 1.772208 0.130026 4.219000
H -0.002792 0.109026 3.052000
H 1.525208 0.539026 2.147000
H 0.818208 1.617026 3.157000
H 1.237208 -0.081974 4.972000

Force components x, y, z for each atom (eV/Å):
C 1.009 0.102 -0.430
C -1.067 -0.031 -0.466
O 1.852 0.133 1.732
H -0.109 0.256 0.051
H -0.535 -0.054 0.104
H -0.269 0.261 0.247
H 0.325 -0.807 -0.671
H 0.348 0.327 0.541
H -1.542 -0.503 -1.206
C 1.907 0.265 1.917
C 1.576 -0.174 -0.268
O -0.781 0.649 -1.531
H -0.322 0.592 0.312
H -0.742 -0.849 -1.134
H 0.004 0.030 -0.357
H 0.288 -0.022 -0.062
H -1.825 -0.104 1.044
H -0.016 -0.241 -0.208
C -3.864 1.312 -0.405
C 2.377 -1.073 -1.699
O -1.293 0.467 0.542
H 0.744 -0.339 0.291
H 0.208 -1.402 -0.093
H 0.419 0.871 0.574
H 0.494 -0.054 0.503
H 0.551 0.383 0.541
H 0.188 -0.293 -0.037
C 1.305 3.286 -7.848
O -2.072 -2.378 6.298
N -5.253 3.349 0.456
N 4.349 -3.926 2.088
H 0.666 -0.737 0.202
H 0.671 0.028 -0.516
H -1.016 -0.155 0.939
H 0.715 0.850 -1.448
C -0.386 0.122 0.019
O 0.789 -0.963 -0.738
H 0.097 0.514 0.284
H 0.186 0.364 -0.086
H -0.257 -0.728 0.389
H -0.044 0.462 -0.190
C -0.767 1.061 -0.153
O 0.643 -0.335 1.517
H -0.539 0.459 -0.068
H 0.931 -0.828 0.401
H -0.433 -0.088 -0.842
H -0.340 -0.375 -0.740
C 1.400 0.195 -0.373
O -0.870 -0.690 -0.177
H -0.115 -0.090 0.319
H -0.371 0.291 -0.007
H -0.474 -0.079 0.452
H 0.697 0.649 -0.146
C 0.579 0.147 -0.426
O -1.188 0.338 -0.580
H 0.339 0.161 -0.382
H -0.090 -1.138 0.183
H 0.014 0.301 0.590
H 0.144 -0.237 0.180
C 0.101 1.284 -3.639
O 1.421 -0.050 1.596
H -0.516 -0.243 0.631
H -0.578 -0.206 0.350
H -0.687 -0.421 0.172
H 0.525 -0.250 1.089
C -0.236 -1.212 0.176
O -0.581 1.014 -0.215
H 0.036 -0.059 0.349
H -0.027 -0.256 -0.916
H 0.834 0.715 0.655
H 0.349 0.220 0.226
C -2.478 1.030 3.307
O 1.084 0.096 -1.729
H 1.075 -0.118 -0.429
H 1.255 -1.134 -1.355
H 0.003 0.126 0.231
H -0.818 -0.068 0.071



The following is a DFT calculation (the ωB97M-V functional and the def2-TZVPD basis) of a single CH2F2S2 molecule.

Summary:
E_LUMO (spin up / spin down): 0.7 / -2.7 eV
Multiplicity: 3
HOMO (spin up / spin down): -5.84 / -10.49 eV
Energy relative to the best compared isomer or geometry (same formula, charge and spin): 0.000 eV
Kohn-Sham gap (spin up / spin down): 0.2417 / 0.2847 Eh

Cartesian coordinates (Å):
C 0.746968 0.410545 -0.203345
F 0.873078 -0.488417 0.880630
F 1.281243 -0.070095 -1.270743
S -2.033579 -0.874978 -0.048217
S -0.996152 0.895120 -0.381239
H 1.308733 1.247941 0.126502
H -1.180291 -1.120119 0.896413

Force components x, y, z for each atom (eV/Å):
C -0.993 0.894 3.151
F -0.047 -0.026 -1.010
F 0.476 -1.362 -1.805
S -3.387 -3.528 0.193
S 2.468 3.598 -1.443
H 0.520 0.938 0.233
H 0.963 -0.514 0.680



The following is a DFT calculation (the ωB97M-V functional and the def2-TZVPD basis) of 20 unconnected molecules or ions with the total composition H41O20.

Summary:
E_LUMO: -2.3 eV
Charge: +1
HOMO: -13.29 eV
Energy relative to the best compared isomer or geometry (same formula, charge and spin): 2.245 eV
Kohn-Sham gap: 0.4047 Eh

Cartesian coordinates (Å):
O -1.749665 4.268971 2.797515
H -2.418667 -1.674799 -4.007017
O 2.339001 -1.724438 -3.189314
H 1.960898 -0.843558 -3.221443
H 2.996358 -1.655758 -3.886500
O 1.915521 2.418194 -1.122571
H 1.963244 2.176162 -2.062656
H 2.860235 2.449812 -0.931393
O 0.455541 2.260412 -3.926929
H 0.571760 3.072567 -3.419528
H -1.267685 -0.304833 4.184026
O -0.152950 -0.280413 1.871531
H 2.996978 -4.273522 -0.536941
H 0.583917 2.581945 -4.826763
O 3.411376 -3.489443 -0.147379
H -1.225877 -0.467176 1.731509
H 4.287607 -3.838897 0.014992
O -2.619486 -0.475375 1.559406
H -2.546059 0.480724 1.665731
H 2.307147 -0.086482 -4.771475
O -0.762898 -3.113384 3.042067
H -1.385257 -3.655148 3.521750
H -0.102657 -3.671360 2.619498
O 2.429287 -0.347426 2.862368
H 2.664348 0.371892 2.265438
H -0.055536 -0.804442 2.718989
O 0.581740 -1.329322 4.406166
H 0.147469 -2.002394 4.934826
H 1.432772 -1.666267 4.128924
O 1.283514 -2.418793 1.206441
H 2.019554 -2.778882 0.673087
H -2.852161 -0.765701 0.672228
O -4.774842 0.499417 -3.599170
H -5.419144 0.659988 -2.925891
H -3.881282 0.244465 -3.389339
O -0.452687 0.513859 -1.103875
H -1.040165 0.774611 -1.825784
H 0.096312 1.309384 -1.115623
O -1.800996 -1.342300 -3.342666
H -2.459691 3.676408 3.037118
H -1.011515 -1.200543 -3.866009
O -1.311331 0.647476 4.237693
H 1.807443 -1.729950 1.659030
H -1.964888 5.173601 2.867309
O -4.165828 -1.384299 -0.782487
H -3.460349 -1.425220 -1.431150
H -4.755505 -2.116146 -0.977550
O 4.063129 -0.947601 0.354988
H 4.203818 -0.989910 -0.594148
H 4.362254 -1.773747 0.726719
O 2.596648 0.800681 -4.752350
H -2.116441 0.906822 4.691894
H 1.903825 1.302137 -5.172090
O -0.283716 3.971790 -0.914100
H -0.317272 3.722945 0.001989
H 0.625409 3.815378 -1.187720
O -1.599027 2.070570 1.219435
H -1.065759 2.501672 1.883554
H -2.166929 2.623929 0.690706
H 0.220530 -0.862854 1.155221
H 2.098630 0.144571 3.627713

Force components x, y, z for each atom (eV/Å):
O 1.308 -1.606 -0.408
H -0.105 -0.066 0.131
O 0.015 0.088 -0.311
H -0.360 0.252 0.687
H 0.425 -0.484 0.014
O 0.735 -0.187 -0.816
H -0.327 -0.204 -0.007
H 0.027 0.108 0.510
O -0.020 0.441 0.022
H -0.331 0.053 0.145
H -0.288 -0.259 0.424
O -1.181 -1.315 0.001
H -0.283 0.257 -0.122
H -0.320 0.069 -0.051
O -0.115 -1.057 -0.480
H 0.091 0.444 -0.369
H 0.522 0.070 0.258
O 0.847 -0.818 1.164
H -0.414 0.782 -0.730
H -0.527 -1.366 -0.467
O -0.190 0.303 -0.081
H -0.171 -0.501 -0.063
H -0.056 -0.054 -0.087
O 0.240 0.681 0.197
H 0.325 -0.258 -0.369
H 0.794 0.203 -0.258
O -0.110 0.768 0.343
H 0.149 -0.248 -0.132
H 0.198 -0.481 -0.022
O 0.790 0.377 0.042
H -0.457 -0.149 -0.181
H -0.498 0.305 -0.380
O -0.185 0.055 -2.205
H 0.390 -0.158 1.120
H -0.088 0.080 1.095
O -0.033 0.441 -0.676
H -0.324 -0.576 -0.004
H 0.342 -0.105 0.705
O -0.600 -0.017 -0.200
H -0.506 0.462 0.215
H 0.445 0.112 0.129
O 0.041 0.836 -0.280
H -0.219 -0.113 0.326
H -0.828 1.343 0.339
O 0.202 0.317 0.294
H 0.146 -0.152 -0.388
H -0.011 -0.102 0.000
O -0.094 1.006 0.259
H -0.063 -0.295 -0.027
H 0.109 -0.127 -0.066
O 1.143 1.065 0.183
H -0.082 -0.312 0.069
H -0.141 0.044 -0.048
O -0.441 0.433 -0.911
H 0.105 -0.211 0.587
H 0.123 -0.038 0.414
O -0.181 -1.795 -0.196
H -0.248 0.865 0.064
H 0.182 0.887 0.197
H 0.200 0.115 0.337
H -0.094 -0.206 0.066



The following is a DFT calculation (the ωB97M-V functional and the def2-TZVPD basis) of 2 unconnected molecules or ions with the total composition C10H17BrFO3P.

Summary:
E_LUMO: 0.5 eV
HOMO: -9.11 eV
Kohn-Sham gap: 0.3522 Eh
SMILES: OCCOCOC[PH3]Br.Fc1ccccc1

Cartesian coordinates (Å):
O 1.850347 1.491986 1.128101
C 1.321394 0.214401 1.440357
C -0.081505 0.278950 1.953817
O -0.924753 0.892071 1.004764
C -2.135790 1.272278 1.577017
O -3.005174 1.574403 0.529731
C -4.343780 1.737405 0.977270
P -5.332920 0.141207 0.792586
Br -6.628500 -1.824126 0.504581
H 2.331951 1.813040 1.905958
H 1.919990 -0.249056 2.222155
H 1.396530 -0.430129 0.574796
H -0.438207 -0.723285 2.193032
H -0.075048 0.848940 2.884777
H -1.974704 2.155061 2.205408
H -2.524719 0.445567 2.179954
H -4.363133 2.024480 2.028409
H -4.797275 2.556887 0.436659
H -6.545767 0.842138 0.878700
H -4.693266 -0.166702 -0.414687
H -4.854070 -0.405712 1.982179
F 4.180629 -2.271803 -0.000955
C 3.921911 -1.739732 -1.213967
C 4.466492 -0.513798 -1.536414
C 4.194046 0.030298 -2.782059
C 3.383978 -0.649535 -3.680406
C 2.845056 -1.879686 -3.332734
C 3.114629 -2.435007 -2.090857
H 5.088604 0.003304 -0.818542
H 4.614386 0.989614 -3.050171
H 3.171390 -0.219294 -4.649412
H 2.209810 -2.409708 -4.028926
H 2.707466 -3.394455 -1.801122

Force components x, y, z for each atom (eV/Å):
O 0.255 0.138 0.280
C 0.427 0.003 0.242
C -0.218 0.297 0.033
O -0.143 -0.059 -0.147
C 0.449 -0.129 -0.287
O -0.192 -0.004 -0.139
C 0.244 -0.345 0.235
P 0.450 1.127 0.039
Br -0.319 -0.528 -0.072
H -0.249 -0.077 -0.412
H 0.127 -0.248 0.120
H -0.052 0.041 -0.436
H -0.081 -0.284 0.019
H -0.078 0.219 0.206
H -0.110 0.154 0.222
H -0.180 -0.134 0.242
H -0.045 0.146 0.300
H -0.124 0.164 -0.406
H -0.037 -0.182 -0.019
H -0.082 -0.118 0.035
H -0.005 -0.195 -0.090
F 0.002 -0.011 0.033
C -0.055 0.090 -0.156
C 0.110 0.088 0.133
C -0.055 -0.071 -0.034
C -0.003 0.028 -0.048
C 0.042 0.072 0.011
C -0.070 -0.172 0.057
H -0.005 -0.018 0.014
H 0.006 0.025 0.015
H -0.006 0.003 -0.010
H -0.008 -0.025 -0.005
H 0.007 0.007 0.024



The following is a DFT calculation (the ωB97M-V functional and the def2-TZVPD basis) of 2 unconnected molecules or ions with the total composition C2H6BrNO.

Summary:
E_LUMO: 0.7 eV
HOMO: -9.15 eV
Energy relative to the best compared isomer or geometry (same formula, charge and spin): 1.962 eV
Kohn-Sham gap: 0.3614 Eh
SMILES: C=[N+](C)[O-].Br

Cartesian coordinates (Å):
C -1.728997 -0.025513 1.250913
C -0.037243 0.052878 -0.225037
N -0.593633 -0.700810 0.646928
O -0.308014 -1.848992 1.025869
Br 3.615970 0.557953 -1.849742
H -2.561291 0.210982 0.562813
H -2.206578 -0.725067 1.935174
H -1.379376 0.826573 1.841587
H 0.874864 -0.515341 -0.624169
H -0.146790 1.108773 -0.399832
H 2.860954 -0.455953 -1.186490

Force components x, y, z for each atom (eV/Å):
C -2.098 -0.349 1.662
C 4.277 -2.372 -1.627
N -1.613 2.059 0.081
O 0.332 -0.663 -0.178
Br -0.108 -0.149 0.096
H 0.943 0.233 -0.097
H 0.325 -0.080 0.195
H -0.194 -0.035 -0.362
H -1.379 1.332 0.119
H -0.695 -0.129 0.225
H 0.210 0.152 -0.114



no.,M (g mol⁻¹)
1,319.88
2,422.56
3,116.16
4,361.31
5,315.12
6,139.98